Molecular formula: C25H40GeN7O4RuS2
Method: DFT, the ωB97M-V functional and the def2-TZVPD basis

Geometry as XYZ:
```
80
Properties=species:S:1:pos:R:3:forces:R:3
Ru -0.18659 0.03962 0.77461 -0.024 0.014 0.112
N -4.95079 5.50939 -1.84823 0.001 0.001 -0.003
C -4.33803 4.25924 -1.89359 0.004 0.003 0.002
C -2.95228 4.14747 -1.74693 -0.001 -0.001 0.000
C -2.33512 2.91547 -1.83940 -0.019 -0.011 0.000
C -3.10171 1.78141 -2.08165 -0.012 0.007 -0.001
C -4.47676 1.87416 -2.22461 0.003 0.003 -0.007
C -5.09159 3.11068 -2.13692 -0.001 -0.005 -0.005
S -2.30582 0.21595 -2.13242 0.032 0.069 -0.040
O -1.02582 0.39726 -2.77541 -0.007 -0.006 0.023
O -3.21201 -0.74491 -2.70172 -0.014 -0.036 0.014
N -1.95854 -0.13562 -0.58812 0.007 -0.092 0.037
C -2.90842 -0.56303 0.29275 0.056 0.044 -0.007
N -2.34841 -0.98906 1.45036 -0.042 -0.031 -0.059
C -3.15820 -1.40245 2.40856 -0.022 0.033 0.006
C -4.53396 -1.42638 2.24432 0.002 0.005 0.003
C -5.00718 -0.95304 1.03044 0.002 0.009 0.000
N -4.22221 -0.51114 0.05669 -0.023 -0.027 -0.001
H -4.44780 6.21448 -1.33462 0.001 -0.001 0.001
H -5.93141 5.49737 -1.61975 0.000 0.000 0.001
H -2.36222 5.03762 -1.56145 0.001 -0.001 -0.001
H -1.26292 2.81775 -1.72123 0.010 0.012 0.000
H -5.04972 0.97366 -2.39692 0.001 0.004 0.003
H -6.16579 3.19210 -2.25610 0.000 -0.002 -0.001
H -2.68799 -1.71875 3.33386 0.000 -0.010 -0.005
H -5.19775 -1.77419 3.02117 0.001 0.001 0.001
H -6.07383 -0.91391 0.83193 -0.001 -0.003 -0.003
C 2.65977 2.28046 3.96496 0.010 -0.003 -0.019
Ge 1.00571 1.20595 3.90814 -0.033 -0.005 0.017
C -0.07781 1.72116 5.47001 0.016 0.008 -0.006
C 1.55732 -0.67076 4.18115 -0.008 -0.001 0.007
C 0.02888 1.42218 2.27520 0.020 -0.034 0.010
H 3.19733 2.12352 4.90237 0.003 -0.001 -0.001
H 2.42953 3.34254 3.87162 0.000 0.002 0.001
H 3.31721 2.00243 3.13795 0.004 -0.001 -0.005
H 0.48798 1.60189 6.39604 0.000 0.001 0.000
H -0.97345 1.10127 5.52743 0.003 -0.001 0.001
H -0.39169 2.76254 5.38721 0.000 0.001 0.002
H 1.58297 -0.90651 5.24660 -0.003 0.000 0.000
H 2.55797 -0.83833 3.78063 0.005 -0.009 0.007
H 0.86555 -1.36132 3.69349 0.005 0.010 -0.010
H -0.54172 2.35474 2.22946 -0.014 -0.011 0.007
C 2.87674 3.38306 -1.85447 -0.002 0.000 0.001
N 3.09876 2.18642 -1.05320 0.011 0.006 -0.008
C 4.33015 1.79437 -0.65607 0.006 0.011 0.004
C 4.51524 0.70365 0.11773 0.002 -0.006 -0.001
C 3.34429 -0.03274 0.48002 -0.006 -0.019 0.022
N 2.14550 0.33081 0.06872 0.017 0.025 -0.046
C 1.96639 1.47310 -0.65143 0.001 0.013 0.011
O 0.85409 1.88169 -0.94166 -0.014 0.000 -0.033
N 3.42937 -1.13540 1.23911 0.025 0.009 0.017
H 3.84034 3.82193 -2.10154 0.002 -0.002 -0.002
H 2.27420 4.09663 -1.29593 0.002 0.001 0.001
H 2.34092 3.12236 -2.76500 -0.003 0.001 0.004
H 5.15338 2.41094 -0.99081 0.002 -0.001 0.000
H 5.50078 0.40213 0.43585 0.000 -0.001 0.001
H 4.29247 -1.38330 1.68517 0.009 0.004 -0.010
H 2.56394 -1.57279 1.53424 -0.019 -0.005 0.002
C 2.42651 -5.60914 -1.75474 -0.001 -0.004 0.001
C 0.93708 -5.44844 -1.46845 0.000 -0.002 -0.001
C 0.63791 -4.56320 -0.26567 -0.014 0.000 -0.011
S 1.23357 -2.86911 -0.42976 -0.021 -0.067 -0.010
O 0.67465 -2.20508 0.82775 0.050 0.083 -0.001
C 0.22419 -2.32892 -1.81859 0.025 0.020 0.009
C 0.99166 -2.26310 -3.13500 -0.002 0.004 -0.001
C 2.04446 -1.15878 -3.13354 -0.027 -0.031 -0.015
H 2.58958 -6.30550 -2.57693 0.001 0.001 -0.001
H 2.95199 -5.99506 -0.87894 -0.001 -0.001 0.000
H 2.89207 -4.66008 -2.02570 0.002 -0.001 0.001
H 0.49475 -6.42649 -1.26700 -0.002 0.001 -0.002
H 0.41985 -5.06132 -2.34925 0.002 -0.002 0.002
H 1.12554 -4.93866 0.63617 0.005 0.003 -0.001
H -0.43155 -4.47220 -0.06549 0.000 -0.001 0.001
H -0.07642 -1.31864 -1.54027 -0.014 -0.010 -0.016
H -0.67696 -2.94275 -1.86448 -0.007 0.015 -0.006
H 0.25115 -2.04791 -3.90752 -0.004 -0.013 0.001
H 1.43919 -3.22980 -3.38322 0.007 0.009 -0.001
H 1.55800 -0.20087 -2.93950 0.009 0.008 0.000
H 2.54680 -1.10213 -4.09987 0.001 0.001 0.004
H 2.80673 -1.32861 -2.36863 -0.005 0.012 0.003
```
Forces are in eV/Å.

Results
Total energy (eV): -125960.592
Kohn-Sham gap (alpha / beta) (eV): 6.528 / 7.865
Multiplicity: 6
ΔE to the lowest compared entry with this formula, charge and spin (kcal/mol): 0.0


Molecular formula: C9H10BrFN2O
Method: DFT, the ωB97M-V functional and the def2-TZVPD basis

Geometry as XYZ:
```
24
Properties=species:S:1:pos:R:3:forces:R:3
C -0.99766 -0.01721 -2.87828 -0.965 0.253 -1.194
C 1.41628 0.66649 -1.82329 1.448 0.138 1.304
C 0.35272 0.39591 -1.08326 -2.109 -0.604 -1.782
C 1.41144 0.58923 -3.24687 -2.639 0.254 -0.659
C 1.53882 -0.61350 2.74030 -2.795 -0.844 -1.703
C 0.37319 -0.20457 2.13300 -0.846 0.691 0.174
C -0.04326 1.24856 1.90716 1.725 0.995 0.324
C -2.03446 -0.95628 1.36749 0.233 2.975 3.332
C -0.59515 -1.10613 1.72751 0.152 0.389 -0.515
N -0.83655 0.05413 -1.61826 0.145 -0.173 2.382
N -0.02828 0.40815 -3.71938 1.960 -1.186 -0.963
O 2.31718 0.72351 -4.00408 0.179 -0.146 -0.690
F -0.21969 -2.40037 1.69974 -0.140 -0.420 0.163
Br 3.07069 0.97405 -0.99365 0.333 0.127 0.070
H -1.99810 -0.36274 -3.30749 1.560 0.524 0.487
H 1.73742 -1.62680 2.86564 0.147 -1.631 0.106
H 2.19531 0.00272 3.16762 2.431 2.708 1.292
H 0.87184 1.87287 2.18918 -0.695 -0.635 -1.474
H -0.63105 1.69732 2.72680 -0.943 -0.726 -0.670
H -0.43641 1.37552 0.81418 0.675 0.305 2.386
H -2.42817 -0.17712 0.75371 0.707 0.603 -1.032
H -2.70176 -0.77653 2.26987 0.944 -0.519 -0.395
H -2.24301 -1.86048 1.01852 -1.566 -3.733 -1.835
H -0.09135 0.09327 -4.70617 0.060 0.654 0.893
```
Forces are in eV/Å.

Results
Total energy (eV): -87277.489
Kohn-Sham gap (alpha / beta) (eV): 5.980 / 9.265
ΔE to the lowest compared entry with this formula, charge and spin (kcal/mol): 42.1


Molecular formula: C18H36O10S2V
Method: DFT, the ωB97M-V functional and the def2-TZVPD basis

Geometry as XYZ:
```
67
Properties=species:S:1:pos:R:3:forces:R:3
O -0.99749 -0.41809 1.38486 -0.796 -0.301 0.743
V 0.17402 -0.26760 0.35313 2.729 2.681 2.429
O -0.51239 -0.60381 -1.03917 0.248 -0.231 -0.421
C 1.75597 3.69616 -0.22178 0.123 -1.049 -0.480
C 0.48609 2.93114 0.16995 -0.298 0.724 1.069
C -0.58323 2.79548 -0.89358 0.731 -0.038 -0.989
O 0.77603 1.74784 0.83390 -0.595 -2.388 -1.226
H 2.28465 3.86246 0.71552 0.209 0.307 -0.171
H 1.54971 4.61290 -0.77742 -0.049 0.152 0.261
H 2.39592 3.06258 -0.84786 0.036 0.028 0.035
H 0.08045 3.61813 0.94372 -0.444 -0.051 -0.116
H -0.70266 3.71853 -1.47231 -0.441 0.249 0.500
H -1.50017 2.42794 -0.43781 -0.147 0.137 -0.196
H -0.27019 2.10478 -1.68874 0.008 -0.387 0.356
C 0.92074 -2.14310 3.43200 0.640 -1.346 0.322
C 1.86358 -2.19386 2.22390 -1.229 -0.014 -1.401
C 1.44608 -3.30719 1.24055 -0.590 -0.675 1.604
O 1.80445 -1.00088 1.51579 -0.938 0.499 -1.104
H 1.37778 -1.48716 4.17129 -0.583 0.454 -0.029
H 0.84642 -3.12334 3.93024 0.319 -0.072 -0.066
H -0.11026 -1.95208 3.14014 0.163 0.778 -0.040
H 2.88825 -2.43946 2.54889 0.065 0.328 0.132
H 0.37319 -3.20874 1.03883 0.109 0.376 -0.455
H 1.46713 -4.25918 1.79375 0.447 -0.218 -0.416
H 2.04598 -3.32176 0.33540 -0.027 -0.018 -0.034
O 4.26837 0.51128 -0.65538 0.336 0.085 0.033
S 3.53839 -0.41218 -1.45203 -0.193 -0.487 -0.486
O 2.13176 -0.58039 -1.25262 0.123 0.144 -0.057
O 3.74652 -0.06409 -3.01375 -0.125 -0.207 0.929
C 2.95090 1.08869 -3.44943 0.565 -0.048 -0.122
C 1.63888 0.61499 -4.02834 -0.033 0.081 -0.905
C 4.28438 -2.02896 -1.46965 0.059 0.378 -0.494
H 3.65505 1.51204 -4.16539 -0.478 0.266 -0.295
H 2.86783 1.80261 -2.62868 -0.198 -0.111 0.048
H 0.94632 0.23297 -3.28179 0.128 -0.141 0.051
H 1.86732 -0.12594 -4.80060 -0.034 -0.399 0.363
H 1.11510 1.36331 -4.63034 0.159 0.468 0.436
H 4.38356 -2.37678 -0.44591 -0.140 0.045 0.036
H 5.24722 -1.98035 -1.97412 0.093 0.163 0.192
H 3.62875 -2.64996 -2.07514 -0.114 -0.103 0.233
O -4.72655 2.42505 4.95335 -0.602 0.231 -0.404
S -3.70516 2.31010 3.96253 1.904 -1.836 1.017
O -3.49788 3.25608 2.91489 -0.445 0.150 -0.095
O -2.37972 2.21076 4.87334 -0.494 1.101 -0.706
C -1.09939 2.29963 4.22062 1.136 -0.705 0.301
C -0.24732 1.25347 4.92169 0.719 -0.023 -0.611
C -3.64397 0.60304 3.32051 -0.543 1.577 -0.323
H -0.61032 3.27170 4.32125 -0.564 0.237 0.408
H -1.09107 2.14642 3.13820 -0.602 -0.415 0.059
H -0.72643 0.27780 4.99368 -0.205 0.092 -0.136
H 0.06822 1.55233 5.92156 -0.147 0.136 0.013
H 0.64389 1.11249 4.30352 0.085 -0.063 0.141
H -4.64612 0.47175 2.91606 0.044 -0.485 0.010
H -3.37758 -0.06087 4.13353 -0.231 0.002 0.079
H -2.90560 0.57586 2.52208 0.103 -0.090 -0.012
C -1.58370 -1.95123 -4.22665 0.197 -0.111 0.614
C -2.67192 -1.36911 -4.85903 0.184 -0.245 -0.489
C -3.95766 -1.54040 -4.36108 0.620 -0.172 -0.103
C -4.10903 -2.24757 -3.17969 -0.757 -0.238 0.264
C -3.03101 -2.79429 -2.50298 0.467 0.124 -0.355
C -1.75155 -2.62804 -3.02366 -0.411 -0.333 -0.155
H -0.58099 -1.92591 -4.63417 -0.068 0.326 -0.174
H -2.51332 -0.86568 -5.80585 -0.076 0.073 0.022
H -4.79801 -1.21952 -4.96164 -0.131 0.205 0.274
H -5.10546 -2.42428 -2.78845 -0.012 0.054 -0.026
H -3.16759 -3.40015 -1.61782 -0.107 0.178 0.115
H -0.91514 -3.09839 -2.52580 0.097 0.172 0.001
```
Forces are in eV/Å.

Results
Total energy (eV): -87084.062
Charge: -1
Kohn-Sham gap (eV): 7.606